This record from the Open Molecules 2025 dataset describes a structure of composition C37H53CuN4O2P2 at a distorted geometry. The level of theory is ωB97M-V/def2-TZVPD.

Results
2S+1: 2
M in Da: 711.4
Charge: +1
Highest occupied orbital energy (alpha / beta) in eV: -9.289 / -9.328
Energy relative to the best compared isomer or geometry (same formula, charge and spin) in eV: 1.727
HOMO-LUMO gap (alpha / beta) in eV: 6.6 / 5.7

Positions of all 99 atoms, in Å:
C (2.09, -2.11, -1.27)
C (1.78, 0.07, -2.13)
C (3.06, -2.39, -2.22)
C (2.69, -0.23, -3.18)
C (3.36, -1.43, -3.18)
H (3.56, -3.36, -2.16)
H (2.88, 0.58, -3.90)
H (4.08, -1.64, -3.96)
N (1.56, -0.89, -1.16)
P (-0.03, -2.78, 0.40)
P (0.97, 2.15, -0.37)
C (1.62, -3.19, -0.33)
H (1.60, -4.15, -0.86)
H (2.36, -3.26, 0.48)
C (1.57, 1.48, -1.96)
H (1.16, 2.01, -2.84)
C (-0.33, 3.63, -0.65)
C (2.76, 2.87, -0.20)
C (-1.21, -3.56, -0.85)
C (-0.04, -3.67, 2.05)
C (-1.68, 3.17, -0.08)
H (-1.61, 2.94, 0.99)
H (-2.39, 4.00, -0.19)
H (-2.07, 2.30, -0.60)
C (0.10, 4.88, 0.12)
H (0.17, 4.69, 1.20)
H (1.05, 5.30, -0.24)
H (-0.67, 5.66, -0.02)
C (-0.49, 3.95, -2.13)
H (-1.26, 4.74, -2.23)
H (0.43, 4.32, -2.60)
H (-0.87, 3.09, -2.69)
C (2.91, 3.48, 1.19)
H (2.66, 2.75, 1.97)
H (3.97, 3.76, 1.32)
H (2.31, 4.38, 1.35)
C (3.76, 1.70, -0.30)
H (3.50, 0.90, 0.40)
H (3.84, 1.27, -1.31)
H (4.76, 2.08, -0.03)
C (3.01, 3.87, -1.35)
H (2.34, 3.78, -2.21)
H (2.97, 4.91, -0.99)
H (4.03, 3.70, -1.75)
C (-1.45, -3.59, 2.67)
H (-1.37, -3.73, 3.76)
H (-1.93, -2.62, 2.51)
H (-2.12, -4.38, 2.29)
C (0.95, -2.93, 2.98)
H (1.98, -2.97, 2.60)
H (0.67, -1.89, 3.14)
H (0.92, -3.44, 3.95)
C (0.43, -5.13, 1.93)
H (0.64, -5.50, 2.94)
H (-0.33, -5.79, 1.51)
H (1.36, -5.22, 1.34)
C (-0.91, -3.04, -2.27)
H (-1.58, -3.58, -2.96)
H (-1.11, -1.96, -2.37)
H (0.12, -3.23, -2.60)
C (-2.64, -3.14, -0.48)
H (-2.76, -2.05, -0.48)
H (-3.33, -3.57, -1.22)
H (-2.94, -3.52, 0.51)
C (-1.08, -5.09, -0.88)
H (-0.05, -5.42, -1.05)
H (-1.48, -5.57, 0.03)
H (-1.69, -5.46, -1.71)
Cu (0.17, -0.56, 0.20)
C (0.93, 0.24, 1.81)
O (1.97, 0.30, 2.42)
N (-1.26, 0.09, -1.03)
C (-1.46, 0.36, -2.19)
C (-1.64, 0.80, -3.48)
C (-3.04, 0.67, -3.61)
C (-0.76, 1.01, -4.59)
C (-3.55, 0.80, -4.87)
H (-3.63, 0.40, -2.72)
C (-1.37, 1.14, -5.83)
H (0.33, 1.01, -4.47)
C (-2.74, 1.04, -5.97)
H (-4.61, 0.69, -5.00)
H (-0.74, 1.30, -6.68)
H (-3.20, 1.13, -6.95)
N (-2.59, 0.24, 7.22)
C (-2.16, -0.29, 6.03)
O (-2.24, -1.49, 5.77)
C (-1.59, 0.68, 5.02)
C (-1.55, 2.07, 5.21)
C (-0.93, 2.87, 4.25)
C (-0.36, 2.26, 3.13)
N (-0.42, 0.94, 2.94)
C (-1.03, 0.16, 3.85)
H (-2.87, -0.42, 7.94)
H (-2.35, 1.17, 7.54)
H (-2.02, 2.50, 6.09)
H (-0.92, 3.96, 4.35)
H (0.13, 2.84, 2.33)
H (-1.05, -0.90, 3.62)

---

This record from the Open Molecules 2025 dataset describes a structure of composition C37H53HgN4O2P2 at a distorted geometry. The level of theory is ωB97M-V/def2-TZVPD.

Results
2S+1: 1
M in Da: 848.4
Charge: +1
Highest occupied orbital energy in eV: -8.946
Energy relative to the best compared isomer or geometry (same formula, charge and spin) in eV: 1.800
HOMO-LUMO gap in eV: 6.6

Positions of all 99 atoms, in Å:
C (1.88, -1.92, -1.50)
C (1.71, 0.21, -2.49)
C (2.82, -2.37, -2.43)
C (2.53, -0.28, -3.56)
C (3.11, -1.54, -3.52)
H (3.21, -3.38, -2.33)
H (2.72, 0.40, -4.39)
H (3.79, -1.88, -4.28)
N (1.43, -0.66, -1.46)
P (-0.36, -2.74, 0.07)
P (1.04, 2.62, -1.05)
C (1.36, -2.99, -0.53)
H (1.40, -3.96, -1.03)
H (2.02, -3.07, 0.34)
C (1.43, 1.64, -2.51)
H (0.96, 1.99, -3.47)
C (-0.35, 3.87, -1.01)
C (2.78, 3.30, -0.88)
C (-1.62, -3.46, -1.12)
C (-0.30, -3.52, 1.76)
C (-1.66, 3.28, -0.41)
H (-1.47, 2.66, 0.49)
H (-2.30, 4.14, -0.13)
H (-2.16, 2.66, -1.17)
C (-0.01, 5.09, -0.14)
H (0.12, 4.80, 0.91)
H (0.86, 5.67, -0.46)
H (-0.89, 5.76, -0.16)
C (-0.64, 4.22, -2.48)
H (-1.46, 4.96, -2.52)
H (0.23, 4.65, -3.00)
H (-0.98, 3.32, -3.02)
C (3.06, 3.89, 0.50)
H (2.71, 3.21, 1.29)
H (4.15, 3.98, 0.61)
H (2.61, 4.88, 0.65)
C (3.84, 2.17, -1.03)
H (3.91, 1.59, -0.09)
H (3.60, 1.51, -1.87)
H (4.80, 2.67, -1.25)
C (3.05, 4.31, -2.02)
H (2.70, 3.92, -2.99)
H (2.61, 5.30, -1.83)
H (4.15, 4.42, -2.08)
C (-1.75, -3.63, 2.25)
H (-1.76, -4.03, 3.27)
H (-2.22, -2.63, 2.28)
H (-2.36, -4.29, 1.61)
C (0.48, -2.58, 2.72)
H (1.54, -2.47, 2.42)
H (0.02, -1.59, 2.76)
H (0.44, -3.02, 3.73)
C (0.39, -4.90, 1.73)
H (0.47, -5.25, 2.76)
H (-0.18, -5.64, 1.15)
H (1.41, -4.85, 1.32)
C (-1.28, -2.98, -2.56)
H (-1.93, -3.54, -3.26)
H (-1.50, -1.91, -2.68)
H (-0.23, -3.15, -2.82)
C (-3.04, -2.94, -0.78)
H (-3.12, -1.85, -0.95)
H (-3.76, -3.44, -1.44)
H (-3.33, -3.14, 0.26)
C (-1.61, -5.00, -1.09)
H (-0.63, -5.40, -1.39)
H (-1.90, -5.40, -0.12)
H (-2.36, -5.36, -1.82)
Hg (-0.50, -0.36, 0.31)
C (0.70, 1.55, 0.45)
O (1.34, 1.53, 1.48)
N (-2.02, 0.19, -1.76)
C (-2.13, 0.55, -2.89)
C (-2.23, 0.92, -4.25)
C (-3.58, 0.80, -4.60)
C (-1.24, 1.18, -5.26)
C (-3.98, 0.90, -5.93)
H (-4.27, 0.57, -3.79)
C (-1.67, 1.38, -6.59)
H (-0.17, 1.18, -5.00)
C (-3.04, 1.26, -6.91)
H (-5.02, 0.70, -6.20)
H (-0.92, 1.61, -7.37)
H (-3.37, 1.44, -7.94)
N (-3.13, -0.11, 6.89)
C (-2.73, -0.45, 5.59)
O (-2.69, -1.62, 5.21)
C (-2.26, 0.70, 4.74)
C (-1.78, 1.91, 5.28)
C (-1.25, 2.85, 4.39)
C (-1.04, 2.47, 3.05)
N (-1.50, 1.32, 2.53)
C (-2.19, 0.50, 3.33)
H (-3.71, -0.81, 7.34)
H (-3.46, 0.84, 7.06)
H (-1.80, 2.12, 6.35)
H (-0.97, 3.86, 4.66)
H (-0.46, 3.14, 2.39)
H (-2.68, -0.36, 2.84)

---

This record from the Open Molecules 2025 dataset describes a structure of composition C37H53N8O6PPbS. The level of theory is ωB97M-V/def2-TZVPD.

Results
2S+1: 1
M in Da: 976.1
Charge: +2
Highest occupied orbital energy in eV: -13.438
Energy relative to the best compared isomer or geometry (same formula, charge and spin) in eV: 0.000
HOMO-LUMO gap in eV: 5.4

Positions of all 107 atoms, in Å:
Pb (1.28, 1.67, -0.21)
C (-0.42, 1.90, 5.50)
C (0.89, 1.50, 5.73)
C (1.79, 1.41, 4.69)
C (1.36, 1.73, 3.40)
C (0.05, 2.15, 3.17)
C (-0.84, 2.23, 4.22)
N (2.21, 1.65, 2.26)
N (3.41, 1.48, 2.50)
C (4.28, 1.41, 1.37)
C (5.62, 1.25, 1.66)
C (6.52, 1.17, 0.60)
C (6.03, 1.24, -0.69)
C (4.67, 1.41, -0.88)
N (3.80, 1.50, 0.13)
H (-1.11, 1.97, 6.33)
H (1.21, 1.25, 6.73)
H (2.81, 1.09, 4.86)
H (-0.27, 2.43, 2.17)
H (-1.85, 2.57, 4.04)
H (5.94, 1.19, 2.69)
H (7.58, 1.04, 0.79)
H (6.69, 1.17, -1.55)
H (4.25, 1.46, -1.88)
O (1.71, 6.49, -5.50)
C (1.73, 5.72, -4.60)
C (1.68, 6.08, -3.09)
O (1.79, 7.15, -2.59)
C (1.53, 4.75, -2.29)
C (1.83, 3.58, -3.28)
O (2.11, 2.46, -2.96)
C (1.78, 4.17, -4.73)
O (1.75, 3.51, -5.71)
O (1.16, 4.60, -1.16)
O (1.59, -0.48, -0.28)
P (1.25, -1.97, -0.20)
N (2.60, -2.78, 0.22)
C (2.72, -3.85, 1.24)
C (3.96, -4.62, 0.79)
C (4.84, -3.54, 0.17)
C (3.84, -2.66, -0.57)
N (0.71, -2.42, -1.68)
C (0.67, -1.51, -2.85)
C (1.01, -2.42, -4.02)
C (0.42, -3.76, -3.61)
C (0.75, -3.83, -2.12)
N (0.14, -2.27, 0.95)
C (0.22, -1.60, 2.26)
C (-1.06, -2.05, 2.95)
C (-1.21, -3.49, 2.45)
C (-0.80, -3.40, 0.98)
H (1.83, -4.47, 1.27)
H (2.87, -3.41, 2.23)
H (3.68, -5.36, 0.03)
H (4.43, -5.15, 1.61)
H (5.61, -3.94, -0.49)
H (5.33, -2.97, 0.96)
H (3.69, -3.01, -1.60)
H (4.16, -1.61, -0.62)
H (1.39, -0.70, -2.73)
H (-0.33, -1.08, -2.96)
H (2.10, -2.51, -4.13)
H (0.61, -2.05, -4.96)
H (0.83, -4.61, -4.16)
H (-0.66, -3.76, -3.74)
H (1.75, -4.25, -1.96)
H (0.04, -4.44, -1.57)
H (0.24, -0.52, 2.13)
H (1.11, -1.91, 2.82)
H (-1.89, -1.44, 2.61)
H (-0.99, -1.98, 4.04)
H (-2.22, -3.89, 2.57)
H (-0.53, -4.14, 2.99)
H (-1.66, -3.20, 0.34)
H (-0.34, -4.33, 0.64)
C (-5.44, -1.08, 0.07)
C (-4.71, -2.29, -0.49)
C (-3.98, -2.06, -1.81)
C (-2.82, -1.06, -1.76)
N (-3.30, 0.32, -1.81)
C (-2.91, 1.35, -1.06)
S (-1.72, 1.18, 0.16)
N (-3.51, 2.52, -1.30)
C (-3.25, 3.81, -0.65)
C (-4.54, 4.48, -0.17)
C (-5.03, 4.03, 1.20)
C (-5.43, 2.56, 1.28)
H (-6.05, -1.35, 0.93)
H (-6.11, -0.64, -0.68)
H (-4.75, -0.30, 0.39)
H (-5.42, -3.11, -0.64)
H (-4.00, -2.65, 0.25)
H (-4.70, -1.73, -2.57)
H (-3.59, -3.01, -2.18)
H (-2.14, -1.22, -2.60)
H (-2.24, -1.17, -0.84)
H (-4.01, 0.50, -2.50)
H (-4.23, 2.53, -2.00)
H (-2.73, 4.45, -1.37)
H (-2.58, 3.62, 0.19)
H (-5.32, 4.33, -0.92)
H (-4.36, 5.56, -0.15)
H (-5.88, 4.66, 1.48)
H (-4.25, 4.24, 1.94)
H (-6.16, 2.31, 0.51)
H (-5.88, 2.33, 2.24)
H (-4.57, 1.91, 1.16)

---

This record from the Open Molecules 2025 dataset describes a cluster of 4 separate species, C37H54BBrClN5O15PS in total at a distorted geometry. The level of theory is ωB97M-V/def2-TZVPD.

Results
2S+1: 1
M in Da: 998.1
Charge: -1
Highest occupied orbital energy in eV: -4.755
HOMO-LUMO gap in eV: 5.5

Positions of all 116 atoms, in Å:
C (7.24, -2.70, -1.46)
O (6.24, -2.00, -2.13)
C (5.11, -1.80, -1.31)
C (4.01, -1.10, -2.08)
C (4.23, 0.41, -2.13)
C (2.93, 1.24, -2.10)
C (1.80, 0.58, -2.90)
C (0.56, 1.49, -3.01)
C (-0.15, 1.40, -4.36)
C (-1.47, 0.59, -4.28)
C (-1.50, -0.55, -5.29)
C (-2.77, -1.45, -5.20)
C (-2.51, -2.92, -4.80)
C (-3.24, -3.45, -3.53)
C (-3.18, -2.69, -2.20)
P (-1.50, -2.37, -1.45)
N (-1.48, -1.20, -0.46)
O (-0.39, -2.14, -2.63)
O (-1.07, -3.78, -0.77)
O (-3.64, -3.69, -1.29)
B (-4.36, -3.04, -0.18)
C (-3.67, -2.90, 1.32)
C (-3.82, -1.51, 1.95)
C (-3.16, -1.49, 3.34)
C (-3.84, -0.64, 4.42)
S (-4.55, 0.88, 3.82)
O (-3.74, 1.52, 2.86)
O (-5.90, 0.69, 3.49)
Cl (-4.56, 2.14, 5.50)
O (-4.70, -1.67, -0.67)
C (-4.31, -1.61, -1.94)
Br (-6.01, -1.91, -2.99)
O (-3.92, -0.21, -2.10)
N (-4.89, 0.43, -2.82)
O (-4.71, 1.60, -2.90)
H (7.52, -2.23, -0.51)
H (6.94, -3.73, -1.27)
H (8.14, -2.74, -2.08)
H (4.78, -2.77, -0.93)
H (5.41, -1.21, -0.43)
H (4.04, -1.53, -3.07)
H (3.09, -1.39, -1.59)
H (4.77, 0.69, -3.03)
H (4.80, 0.68, -1.25)
H (2.55, 1.33, -1.09)
H (3.08, 2.22, -2.55)
H (2.12, 0.30, -3.90)
H (1.50, -0.28, -2.31)
H (-0.11, 1.32, -2.17)
H (0.91, 2.52, -2.89)
H (-0.46, 2.42, -4.61)
H (0.49, 1.05, -5.16)
H (-2.34, 1.22, -4.40)
H (-1.48, 0.12, -3.30)
H (-1.50, -0.08, -6.27)
H (-0.59, -1.14, -5.23)
H (-3.16, -1.45, -6.21)
H (-3.54, -0.98, -4.60)
H (-2.91, -3.52, -5.61)
H (-1.45, -3.12, -4.79)
H (-4.27, -3.65, -3.81)
H (-2.78, -4.41, -3.30)
H (-1.24, -1.52, 0.47)
H (-0.06, -2.98, -2.98)
H (-0.19, -4.00, -1.10)
H (-5.42, -3.64, 0.05)
H (-4.19, -3.59, 1.99)
H (-2.61, -3.19, 1.37)
H (-4.86, -1.22, 2.01)
H (-3.33, -0.75, 1.35)
H (-2.14, -1.13, 3.23)
H (-3.11, -2.50, 3.74)
H (-3.07, -0.34, 5.13)
H (-4.59, -1.16, 5.00)
C (9.73, 4.00, -4.91)
C (8.76, 4.81, -4.33)
C (7.43, 4.43, -4.38)
C (7.09, 3.25, -5.00)
C (8.04, 2.44, -5.59)
C (9.37, 2.82, -5.54)
N (5.68, 2.83, -5.02)
O (4.86, 3.57, -4.51)
O (5.41, 1.77, -5.55)
H (10.77, 4.30, -4.88)
H (9.04, 5.73, -3.84)
H (6.67, 5.06, -3.92)
H (7.76, 1.51, -6.07)
H (10.13, 2.20, -6.00)
C (2.50, -4.99, 5.01)
C (1.12, -4.82, 4.88)
C (0.62, -3.87, 4.01)
C (1.51, -3.10, 3.28)
C (2.88, -3.25, 3.40)
C (3.37, -4.20, 4.28)
N (0.97, -2.10, 2.34)
O (-0.23, -1.99, 2.28)
O (1.77, -1.46, 1.68)
H (2.88, -5.74, 5.69)
H (0.44, -5.43, 5.45)
H (-0.44, -3.73, 3.90)
H (3.55, -2.63, 2.83)
H (4.44, -4.33, 4.38)
C (-5.51, 4.93, 7.16)
C (-4.76, 4.61, 8.28)
C (-4.90, 5.35, 9.45)
C (-5.80, 6.40, 9.47)
C (-6.54, 6.74, 8.36)
C (-6.40, 6.00, 7.20)
N (-5.96, 7.17, 10.71)
O (-5.28, 6.86, 11.67)
O (-6.78, 8.07, 10.71)
H (-5.40, 4.35, 6.25)
H (-4.07, 3.78, 8.25)
H (-4.32, 5.10, 10.32)
H (-7.24, 7.57, 8.39)
H (-6.98, 6.25, 6.32)

---

Number 4 is which compound?
C37H54BBrClN5O15PS